2 unconnected molecules or ions with the total composition C35H41F5N2O5SSi. Source: the Open Molecules 2025 dataset; level of theory: ωB97M-V with the def2-TZVPD basis set.

Last column: Mulliken charge in e.
CARTESIAN COORDINATES (ANGSTROEM)
C  0.567286  4.122237  -3.443051  -0.0651
C  0.551850  3.169961  -2.715990  -1.6078
C  0.673078  2.033166  -1.845317  1.0296
C  0.451818  2.265013  -0.491448  -0.2813
C  0.564341  1.233766  0.418559  0.7916
C  0.933100  -0.028376  -0.016285  -0.9468
C  1.163738  -0.249747  -1.357462  -0.2663
C  1.010890  0.756555  -2.301060  -0.0167
C  1.189373  0.396799  -3.764750  0.8897
F  1.935976  -0.776598  -3.802396  -0.3878
F  1.963701  1.323937  -4.399431  -0.3316
C  -0.104429  0.113084  -4.511727  -1.1448
C  -0.830756  1.317287  -5.144064  -0.7872
Si  -2.647618  1.628963  -4.617000  0.0066
C  -3.722009  1.362081  -6.121191  -1.1655
C  -2.816768  3.459110  -4.133431  -1.0848
C  -3.215513  0.508296  -3.224356  -0.2915
C  -4.438941  -0.150812  -3.381533  -0.5812
C  -4.918798  -0.980250  -2.377846  -0.9046
C  -4.197577  -1.181375  -1.210175  -0.4711
C  -2.986412  -0.528794  -1.035479  -0.4500
C  -2.515378  0.308172  -2.030458  0.3162
N  1.054613  -1.149741  0.879757  0.2432
N  -0.266679  -1.674119  1.133615  0.2024
C  -0.305682  -3.137039  1.164143  -0.3199
C  -1.167473  -3.696621  0.042754  -1.1917
C  1.713485  -0.795311  2.098530  -0.9922
C  1.425762  0.359272  2.803079  0.0082
C  2.026756  0.645245  4.018400  -0.2996
C  2.959323  -0.219886  4.566064  1.0440
C  3.567039  0.081264  5.919973  0.0294
C  2.948217  1.262953  6.636971  -1.0816
O  3.613641  1.426263  7.873232  -0.2769
C  2.908673  2.239466  8.780323  -0.2302
C  3.467581  2.046277  10.181540  -1.1508
C  3.311559  -1.370179  3.848035  0.4695
C  4.342119  -2.375361  4.306221  -1.4591
O  5.462879  -1.820905  5.010112  -0.3088
C  6.522157  -1.465548  4.265021  0.9033
F  7.380047  -2.494005  4.092987  -0.2883
F  7.185324  -0.494139  4.910028  -0.2687
F  6.195622  -1.015418  3.045829  -0.2455
C  2.680253  -1.644391  2.637994  -0.2786
O  3.011998  -2.779265  1.922617  -0.6190
S  0.235612  1.490647  2.137715  -0.4008
H  0.434093  4.928319  -4.120597  0.5191
H  0.189166  3.254913  -0.149957  0.5291
H  1.421535  -1.248809  -1.668536  0.6027
H  0.209994  -0.547684  -5.319812  0.4127
H  -0.749906  -0.477984  -3.864738  0.4587
H  -0.275524  2.243763  -5.009884  0.4277
H  -0.862432  1.152039  -6.219481  0.5904
H  -3.823165  0.294621  -6.328889  0.1162
H  -3.292585  1.832474  -7.008457  0.4034
H  -4.737303  1.716274  -5.958173  0.4104
H  -2.164032  4.053449  -4.778950  0.2624
H  -2.534255  3.654467  -3.098625  0.3078
H  -3.840954  3.773424  -4.325692  0.3714
H  -5.081768  -0.048616  -4.277295  0.5882
H  -5.869024  -1.476839  -2.519285  0.5084
H  -4.607348  -1.839551  -0.452246  0.3848
H  -2.393327  -0.666603  -0.139639  0.5063
H  -1.565287  0.804143  -1.861370  0.4647
H  -0.657869  -1.263218  1.972395  0.3417
H  -0.752831  -3.450537  2.113044  0.3457
H  0.700703  -3.545293  1.099528  0.1665
H  -0.736202  -3.485760  -0.934054  0.2799
H  -1.293501  -4.774861  0.149337  0.4435
H  -2.157140  -3.245805  0.055231  0.1828
H  1.727210  1.559668  4.505353  0.3539
H  4.636706  0.245871  5.828330  0.1407
H  3.458946  -0.791103  6.568764  0.2745
H  3.079364  2.169426  6.034938  0.3648
H  1.878192  1.092184  6.793197  0.4612
H  1.842392  1.990427  8.771687  0.3187
H  2.980635  3.297211  8.495685  0.2731
H  4.539857  1.876889  10.155211  0.3064
H  3.273700  2.946735  10.764339  0.3386
H  2.957724  1.227801  10.684290  0.2844
H  3.892839  -3.107800  4.977246  0.4347
H  4.696415  -2.929753  3.440925  0.6124
H  2.770188  -3.552581  2.443692  0.3231
O  -6.188282  -0.591329  -5.584202  -0.8178
C  -5.698653  -1.544973  -6.428037  -0.2595
C  -5.850024  -1.256156  -7.974258  -0.1530
O  -5.364250  -2.205558  -8.808464  -0.9635
H  -6.154659  -2.559035  -6.295954  0.3036
H  -4.592156  -1.744933  -6.302312  -0.0414
H  -5.381230  -0.236775  -8.101102  -0.0469
H  -6.949731  -1.044478  -8.092228  0.1293

Atoms 1-3, force components in eV/Å:
-0.325 0.069 0.091
0.441 -0.099 -0.088
-0.109 0.461 -0.293

Calculated values
Total charge: -2
Kohn-Sham gap: 0.9 eV